1.
Below is the molecule C5H8O in a non-equilibrium geometry, with properties calculated with ωB97M-V/def2-TZVPD.

Properties
Kohn-Sham gap	9.353	eV
charge	0
F_max	4.0	eV Å⁻¹

Positions of all 14 atoms, in Å:
C (-0.5291, -1.8706, -0.5290)
C (-1.3839, 0.8530, -0.1226)
C (-0.0991, 1.4150, 0.1990)
C (1.0114, 0.7506, 0.2159)
C (1.2382, -0.6674, 0.0662)
O (0.4329, -1.7872, 0.3291)
H (-1.0025, -2.7572, -0.0861)
H (-1.2741, -0.0655, -0.7983)
H (-1.9775, 1.6346, -0.5955)
H (-1.8949, 0.5605, 0.7949)
H (-0.1153, 2.4749, 0.3276)
H (1.9404, 1.2590, 0.3958)
H (2.0508, -0.9053, 0.7297)
H (1.6026, -0.8945, -0.9268)

Atomic forces in eV per Å
-0.20 -1.76 0.23
-1.59 -1.31 -0.91
-0.23 1.14 -0.27
0.26 0.43 0.72
3.70 -1.52 -0.50
-1.93 1.02 0.27
-0.96 -0.46 -0.42
-0.45 1.44 0.89
-0.30 -0.23 -0.13
-0.33 -0.13 0.00
0.44 0.65 0.26
0.33 0.23 0.09
0.87 0.17 0.23
0.38 0.35 -0.45

***

2.
Below is the molecule C5H8O, with properties calculated with ωB97M-V/def2-TZVPD.

Properties
Kohn-Sham gap	10.292	eV
charge	0
F_max	0.6	eV Å⁻¹

Positions of all 14 atoms, in Å:
O (1.1560, -1.2316, 1.1725)
C (0.9687, -0.9819, -0.2013)
C (-0.4903, -0.7674, -0.5732)
C (-1.0953, 0.4541, 0.1218)
C (-0.1643, 1.6445, 0.0615)
C (1.1016, 1.7992, -0.2090)
H (1.0699, -0.3899, 1.6391)
H (1.3881, -1.8349, -0.7431)
H (-0.5643, -0.6462, -1.6606)
H (-1.0617, -1.6602, -0.2962)
H (-2.0545, 0.7199, -0.3346)
H (-1.3057, 0.2309, 1.1760)
H (-0.5421, 2.6477, 0.3075)
H (1.5624, -0.0965, -0.5242)

Atomic forces in eV per Å
-0.01 0.18 0.20
-0.06 0.04 -0.32
0.01 -0.04 -0.03
-0.04 -0.04 0.00
0.46 -0.02 -0.11
-0.63 -0.02 0.15
0.08 -0.14 -0.01
-0.09 0.07 0.08
0.04 -0.01 0.13
0.04 0.11 -0.04
0.14 -0.03 0.07
0.04 0.05 -0.16
0.04 -0.01 0.00
-0.03 -0.13 0.04